C6H10O as an isolated structure, computed with ωB97M-V with the def2-TZVPD basis set.

Summary:
- Energy relative to the best compared isomer or geometry (same formula, charge and spin): 136.5 kcal/mol
- Calculated total energy: -8425.321 eV
- Lowest unoccupied orbital energy (alpha / beta): -0.116 / 1.117 eV
- Gap between HOMO and LUMO (alpha / beta): 6.50 / 9.22 eV

```
17
C6H10O ωB97M-V with the def2-TZVPD basis set
C -1.83082 1.07836 0.19399
C -0.58004 0.47539 0.70362
C -0.44516 -1.01275 0.93093
C 0.63489 -1.16026 -0.06767
O 0.15060 -0.24309 -1.13504
C 1.47913 0.31688 -1.19823
C 1.75211 -0.19601 0.15110
H -1.63747 2.05318 -0.25951
H -2.55195 1.23714 1.01227
H -2.29508 0.43421 -0.55192
H 0.04921 1.10094 1.30924
H -0.12125 -1.25149 1.94457
H -1.35652 -1.55947 0.67504
H 0.79850 -2.11824 -0.56774
H 1.46131 1.38114 -1.42190
H 1.83935 -0.11354 -2.14537
H 2.74642 -0.55679 0.32230
```

Mulliken population analysis, charges in e, atoms 1 to 4: number 1, C, carries -1.241; number 2, C, carries -0.130; number 3, C, carries -0.507; number 4, C, carries -0.062

---

One molecule with the formula C5H6S, computed with ωB97M-V with the def2-TZVPD basis set.

Summary:
- Energy relative to the best compared isomer or geometry (same formula, charge and spin): 51.4 kcal/mol
- Calculated total energy: -16114.309 eV
- SMILES: C#C/C=C\CS
- Lowest unoccupied orbital energy: 0.323 eV
- Gap between HOMO and LUMO: 9.11 eV

```
12
C5H6S ωB97M-V with the def2-TZVPD basis set
C 0.36808 -0.80608 0.98631
C -0.78933 -0.63764 0.16429
C -0.94909 -0.02598 -1.06379
C 0.09561 0.69434 -1.56646
C 1.12619 1.33836 -1.81247
H -0.60470 1.00409 2.17382
H 0.72849 -1.80970 1.17912
H 1.26033 -0.36649 0.40847
H -1.66560 -1.08801 0.45474
H -1.89813 -0.07483 -1.59321
H 2.11248 1.74137 -1.99654
S 0.21567 0.03056 2.66571
```

Mulliken population analysis, charges in e, atoms 1 to 4: number 1, C, carries -0.307; number 2, C, carries -0.399; number 3, C, carries -0.547; number 4, C, carries -0.358

---

One molecule with the formula C5H10Cl2Si, computed with ωB97M-V with the def2-TZVPD basis set.

Summary:
- Energy relative to the best compared isomer or geometry (same formula, charge and spin): 61.1 kcal/mol
- Calculated total energy: -38270.754 eV
- SMILES: C=C[Si](Cl)(Cl)C(C)C
- Lowest unoccupied orbital energy: 0.710 eV
- Gap between HOMO and LUMO: 11.02 eV

```
18
C5H10Cl2Si ωB97M-V with the def2-TZVPD basis set
C -0.16074 1.69137 -3.06952
C -0.45910 1.42888 -1.80526
C 1.04540 -0.11207 2.10552
C -0.27826 -1.25051 0.21360
C 0.02440 0.05039 0.96003
Si 0.71655 1.15747 -0.40072
Cl 1.56153 2.75789 0.30282
Cl 2.46219 0.01478 -1.37170
H -0.76890 2.16554 -3.81569
H 0.71019 1.25158 -3.35574
H -1.33652 1.87402 -1.62481
H 2.14982 -0.03428 1.89744
H 0.85868 0.57496 2.80918
H 0.96204 -0.98426 2.66785
H 0.53923 -1.86127 0.04999
H -0.64205 -1.21961 -0.82625
H -0.98237 -1.96165 0.78762
H -0.78998 0.64913 1.43395
```

Mulliken population analysis, charges in e, atoms 1 to 4: number 1, C, carries -0.797; number 2, C, carries -0.343; number 3, C, carries -1.543; number 4, C, carries -1.579

---

C22H38CuN4SSi4 as an isolated structure, computed with ωB97M-V with the def2-TZVPD basis set.

Summary:
- Calculated total energy: -116381.962 eV
- Lowest unoccupied orbital energy: 2.624 eV
- Gap between HOMO and LUMO: 6.04 eV
- Net charge: -1

```
70
C22H38CuN4SSi4 ωB97M-V with the def2-TZVPD basis set
Cu 0.37113 0.67895 0.57235
N 3.84953 3.33204 0.57606
C 2.59866 2.74596 0.66644
S 2.46699 1.24116 1.46574
N 1.61834 3.45997 0.15733
N 0.43908 2.78714 0.16222
C -0.65057 3.45110 0.34270
C -0.75155 4.91742 0.54724
C -1.49339 5.42200 1.61331
C -1.60600 6.78972 1.81600
C -0.98326 7.67321 0.94730
C -0.24324 7.17992 -0.11899
C -0.12204 5.81350 -0.31578
C -1.87255 2.62591 0.38485
C -3.13651 3.14120 0.09298
C -4.22930 2.29450 0.12023
C -4.03533 0.95232 0.41733
C -2.74731 0.51806 0.67467
N -1.69375 1.33034 0.69017
H 4.61094 2.68596 0.70220
H 3.94668 3.97056 -0.19892
H -1.97900 4.73394 2.29480
H -2.17842 7.16134 2.65694
H -1.06900 8.74173 1.10187
H 0.25105 7.86290 -0.79892
H 0.47408 5.42500 -1.12854
H -3.24717 4.18489 -0.16588
H -5.21694 2.67665 -0.10610
H -4.85463 0.24694 0.43848
H -2.52802 -0.52487 0.87130
C -0.87866 -4.20455 -2.34268
Si -0.75356 -2.34088 -2.00211
C -2.56296 -1.76219 -1.96452
C -0.00631 -1.58656 -3.57336
Si 0.42826 -1.62303 -0.12172
Si 2.61312 -2.28729 -0.60602
C 3.70246 -2.40249 0.93788
C 3.41042 -1.00764 -1.75243
C 2.84693 -3.95413 -1.49026
Si -0.18558 -3.11916 1.56391
C -2.03569 -3.10508 2.01360
C 0.70224 -2.67054 3.17691
C 0.21629 -4.94998 1.25775
H -1.45170 -4.38170 -3.25889
H -1.39174 -4.71693 -1.52583
H 0.10243 -4.66931 -2.45743
H -3.04948 -2.04475 -2.90448
H -2.63930 -0.67920 -1.85467
H -3.12075 -2.22536 -1.14631
H -0.69834 -1.68241 -4.41580
H 0.92365 -2.09395 -3.84327
H 0.22345 -0.52887 -3.43035
H 3.55361 -1.56229 1.61663
H 4.75319 -2.40873 0.62972
H 3.50949 -3.32961 1.48485
H 3.23329 -0.00158 -1.36747
H 2.99934 -1.06487 -2.76325
H 4.49162 -1.17032 -1.81256
H 2.44861 -4.79424 -0.91787
H 3.91881 -4.12247 -1.64255
H 2.36737 -3.96041 -2.47208
H -2.35917 -2.13876 2.40662
H -2.19143 -3.84951 2.80158
H -2.67983 -3.36838 1.17126
H 0.66250 -1.59325 3.35215
H 1.75609 -2.95576 3.14454
H 0.23857 -3.17859 4.02854
H -0.26517 -5.32881 0.35511
H -0.11394 -5.56170 2.10398
H 1.29338 -5.09418 1.14150
```

Mulliken population analysis, charges in e, atoms 1 to 4: number 1, Cu, carries -0.564; number 2, N, carries -0.504; number 3, C, carries 0.208; number 4, S, carries -0.466

---

C22H35NO7P2RhSi2 as an isolated structure, computed with ωB97M-V with the def2-TZVPD basis set.

Summary:
- Energy relative to the best compared isomer or geometry (same formula, charge and spin): 36.7 kcal/mol
- Calculated total energy: -76555.523 eV
- Lowest unoccupied orbital energy (alpha / beta): 2.003 / 2.233 eV
- Gap between HOMO and LUMO (alpha / beta): 7.37 / 7.58 eV
- Net charge: -1

```
70
C22H35NO7P2RhSi2 ωB97M-V with the def2-TZVPD basis set
Rh -0.29023 0.35355 0.58074
C -1.32129 0.15631 -1.32630
Si -2.44181 -1.29943 -1.46690
C -1.36488 -2.88899 -1.36278
N -0.23267 -2.70313 -0.46731
C -0.39917 -3.17636 0.90932
C 0.75004 -4.08811 1.34025
C 1.04231 -5.10961 0.23948
C 1.45239 -4.41588 -1.07749
C 1.08536 -2.92331 -1.04017
C -3.82898 -1.35631 -0.18705
C -4.30836 -0.16680 0.36633
C -5.38611 -0.16563 1.23999
C -6.00058 -1.36072 1.58329
C -5.53274 -2.55512 1.05051
C -4.46232 -2.54652 0.16853
C -3.36686 -1.41722 -3.13019
C -4.74832 -1.23050 -3.22676
C -5.40279 -1.29899 -4.44863
C -4.68575 -1.55003 -5.60895
C -3.30932 -1.71415 -5.54139
C -2.66347 -1.64327 -4.31671
H -1.84707 1.11132 -1.39414
H -0.49008 0.15469 -2.03583
H -0.99719 -3.10186 -2.37120
H -1.95973 -3.76469 -1.06187
H -1.35004 -3.71922 0.98532
H -0.45899 -2.32714 1.60758
H 0.47487 -4.59280 2.26904
H 1.63081 -3.47739 1.53864
H 0.13988 -5.70705 0.07457
H 1.82596 -5.79519 0.56765
H 0.94467 -4.90078 -1.91582
H 2.52826 -4.50534 -1.24854
H 1.10111 -2.51000 -2.05027
H 1.81555 -2.37109 -0.45581
H -3.81860 0.76776 0.11055
H -5.74515 0.76789 1.65685
H -6.83966 -1.36451 2.26823
H -6.00280 -3.49108 1.32705
H -4.11413 -3.48291 -0.25554
H -5.31954 -1.03345 -2.32698
H -6.47573 -1.15392 -4.49554
H -5.19598 -1.61282 -6.56243
H -2.74066 -1.89275 -6.44623
H -1.58490 -1.76306 -4.27947
O 3.84455 0.63410 1.90856
P 2.54295 0.75344 0.95822
O 2.97070 0.97569 -0.44205
O 1.66290 -0.45154 1.25593
O 1.82207 2.04131 1.61802
P 0.98867 3.19226 0.74098
O 2.01592 3.59343 -0.40945
O 0.68405 4.32112 1.62661
O -0.18343 2.43180 0.11389
H 3.57516 0.70746 2.83394
H 2.46105 2.76863 -0.73315
C -0.41456 0.60905 4.20908
Si -1.50287 0.42792 2.64554
C -2.66901 1.94242 2.74594
C -2.61339 -1.09684 3.05665
H -1.05295 0.65378 5.09365
H 0.16202 1.53477 4.14309
H 0.28696 -0.21995 4.32611
H -3.52509 1.70937 3.38207
H -3.03912 2.24688 1.76483
H -2.12913 2.79180 3.16744
H -3.55553 -0.74252 3.47753
H -2.12221 -1.73286 3.79629
H -2.85064 -1.71085 2.18554
```

Mulliken population analysis, charges in e, atoms 1 to 4: number 1, Rh, carries 0.569; number 2, C, carries -1.260; number 3, Si, carries -0.221; number 4, C, carries -1.246